The following is a DFT calculation (ωB97M-V with the def2-TZVPD basis set) of a 2-piece molecular cluster, C20H40N2O5S2 overall.

Output
SMILES string	CCCCN(CCCCOC(=O)NCCCCOC(C)=O)C(=S)SCCC.CO
ΔE to the lowest compared entry with this formula, charge and spin	0.0000	eV
E_HOMO	-8.07	eV
gap between HOMO and LUMO	8.27	eV
2S+1	1

Last column: Löwdin charge in e.
Element x y z (Å)
C1 -0.209 3.668 1.458  -0.097
C2 -1.204 4.442 0.576  -0.235
C3 -1.653 3.747 -0.723  -0.191
C4 -0.522 3.101 -1.576  -0.170
N1 -0.627 1.655 -1.829  -0.222
C5 -1.718 1.313 -2.759  -0.197
C6 -1.122 0.630 -4.009  -0.163
C7 -0.049 -0.351 -3.556  -0.190
C8 0.425 -1.350 -4.613  -0.130
O1 1.852 -1.524 -4.440  0.023
C9 2.126 -2.456 -3.543  -0.631
O2 1.420 -2.764 -2.647  0.127
N2 3.363 -3.049 -3.726  0.082
C10 3.910 -3.494 -2.449  -0.186
C11 4.312 -2.336 -1.494  -0.148
C12 3.397 -2.275 -0.263  -0.195
C13 4.070 -1.703 0.979  -0.168
O3 3.378 -2.034 2.202  -0.035
C14 2.070 -1.601 2.196  -0.589
C15 0.981 -2.566 1.811  -0.004
O4 1.827 -0.509 2.529  0.102
C16 -0.584 0.860 -0.677  -1.027
S1 0.868 0.298 -0.164  0.819
S2 -2.034 0.407 0.229  0.955
C17 -1.464 -0.050 1.893  -0.454
C18 -2.670 -0.666 2.631  -0.306
C19 -3.928 0.200 2.578  -0.149
H1 -0.659 3.227 2.345  0.063
H2 0.538 4.378 1.816  0.071
H3 0.348 2.891 0.941  0.026
H4 -0.865 5.451 0.360  0.097
H5 -2.106 4.574 1.177  0.100
H6 -2.089 4.531 -1.346  0.101
H7 -2.447 3.020 -0.570  0.076
H8 0.446 3.352 -1.148  0.112
H9 -0.529 3.575 -2.555  0.116
H10 -2.465 0.629 -2.349  0.093
H11 -2.246 2.218 -3.057  0.118
H12 -0.702 1.385 -4.676  0.114
H13 -1.900 0.082 -4.546  0.115
H14 0.815 0.137 -3.121  0.102
H15 -0.487 -0.941 -2.749  0.107
H16 -0.055 -2.313 -4.466  0.126
H17 0.261 -1.021 -5.636  0.126
H18 3.991 -2.360 -4.129  0.136
H19 3.263 -4.200 -1.947  0.112
H20 4.826 -4.045 -2.665  0.111
H21 4.370 -1.380 -2.014  0.121
H22 5.321 -2.547 -1.130  0.104
H23 3.044 -3.270 -0.003  0.115
H24 2.521 -1.662 -0.482  0.041
H25 4.152 -0.614 0.958  0.130
H26 5.074 -2.104 1.098  0.122
H27 1.421 -3.534 1.580  0.083
H28 0.464 -2.225 0.918  0.059
H29 0.274 -2.678 2.628  0.093
H30 -1.062 0.808 2.420  0.079
H31 -0.717 -0.831 1.774  0.007
H32 -2.862 -1.629 2.164  0.103
H33 -2.372 -0.768 3.672  0.096
H34 -4.421 0.193 1.609  0.050
H35 -3.730 1.215 2.906  0.066
H36 -4.648 -0.227 3.281  0.066
C20 -3.821 0.708 6.164  -0.153
O5 -2.914 1.369 5.286  -0.137
H37 -4.794 0.671 5.680  0.074
H38 -3.483 -0.312 6.367  0.079
H39 -3.911 1.257 7.104  0.076
H40 -2.058 1.396 5.725  0.082

=====

The following is a DFT calculation (ωB97M-V with the def2-TZVPD basis set) of a 3-piece molecular cluster, C20H40N2O6 overall.

Output
SMILES string	CCCCCCCCC(=O)O[C@](O)(CC)CC=O.CNC(C)=O.CNC(C)=O
ΔE to the lowest compared entry with this formula, charge and spin	0.0000	eV
E_HOMO	-9.61	eV
gap between HOMO and LUMO	10.10	eV
2S+1	1

Last column: Löwdin charge in e.
Element x y z (Å)
C1 -4.212 -3.256 -2.869  -0.110
C2 -3.613 -1.929 -3.347  -0.264
C3 -2.273 -1.588 -2.684  -0.233
C4 -1.095 -2.400 -3.250  -0.209
C5 0.275 -1.747 -3.007  -0.206
C6 0.877 -2.124 -1.639  -0.193
C7 1.823 -1.066 -1.043  -0.165
C8 1.716 -0.922 0.494  -0.080
C9 1.135 0.403 0.877  -0.458
O1 1.706 1.453 0.733  0.129
O2 -0.114 0.330 1.435  0.049
C10 -1.153 1.207 0.956  -0.499
O3 -2.346 0.558 1.374  0.020
C11 -1.185 1.318 -0.575  -0.133
C12 -0.487 2.516 -1.227  -0.065
C13 -1.093 2.550 1.688  -0.056
C14 -2.266 3.440 1.398  -0.247
O4 -2.166 4.628 1.203  0.058
H1 -3.933 -3.460 -1.832  0.070
H2 -5.303 -3.250 -2.928  0.066
H3 -3.866 -4.097 -3.476  0.069
H4 -3.451 -1.956 -4.431  0.102
H5 -4.315 -1.111 -3.158  0.101
H6 -2.061 -0.526 -2.850  0.098
H7 -2.353 -1.770 -1.606  0.106
H8 -1.247 -2.514 -4.328  0.110
H9 -1.071 -3.394 -2.790  0.114
H10 0.956 -2.093 -3.789  0.112
H11 0.196 -0.658 -3.104  0.099
H12 0.063 -2.342 -0.936  0.106
H13 1.429 -3.057 -1.777  0.117
H14 2.848 -1.371 -1.268  0.093
H15 1.665 -0.101 -1.532  0.110
H16 1.157 -1.746 0.937  0.120
H17 2.720 -0.932 0.930  0.124
H18 -2.099 -0.283 1.779  0.117
H19 -2.249 1.349 -0.831  0.128
H20 -0.813 0.381 -1.006  0.099
H21 -0.388 2.330 -2.301  0.079
H22 0.513 2.689 -0.836  0.066
H23 -1.061 3.436 -1.109  0.074
H24 -0.147 3.072 1.545  0.131
H25 -1.157 2.277 2.751  0.124
H26 -3.263 2.969 1.390  0.134
C15 6.625 0.554 -1.015  -0.076
N1 5.819 -0.359 -1.801  0.009
C16 6.148 -1.012 -2.948  -0.553
C17 7.532 -0.781 -3.508  -0.012
O5 5.346 -1.754 -3.490  0.031
H27 6.759 0.175 0.000  0.082
H28 6.149 1.534 -0.954  0.084
H29 7.604 0.675 -1.466  0.070
H30 4.882 -0.550 -1.486  0.113
H31 7.631 -1.370 -4.413  0.081
H32 7.685 0.272 -3.749  0.083
H33 8.298 -1.090 -2.796  0.083
C18 -2.299 2.515 5.650  -0.079
N2 -2.926 1.298 5.169  0.009
C19 -3.738 0.437 5.839  -0.554
C20 -4.055 0.764 7.281  -0.013
O6 -4.182 -0.555 5.289  0.034
H34 -2.630 3.369 5.056  0.082
H35 -1.213 2.434 5.572  0.082
H36 -2.560 2.693 6.688  0.070
H37 -2.760 1.027 4.211  0.117
H38 -4.705 -0.013 7.667  0.081
H39 -3.145 0.800 7.882  0.082
H40 -4.563 1.726 7.361  0.083

=====

The following is a DFT calculation (ωB97M-V with the def2-TZVPD basis set) of C20H40NP3PtSSe as an isolated structure.

Output
ΔE to the lowest compared entry with this formula, charge and spin	0.5520	eV
net charge	+4
E_HOMO (alpha / beta)	-19.65 / -20.45	eV
gap between HOMO and LUMO (alpha / beta)	7.23 / 4.91	eV
2S+1	5

Last column: Löwdin spin population.
Element x y z (Å)
Pt1 0.087 -0.670 -0.178  0.610
P1 -1.252 -0.424 1.644  0.309
P2 1.545 -2.315 -0.732  0.272
P3 -1.570 -0.688 -1.859  0.088
H1 0.917 2.869 -1.183  0.010
C1 -0.172 2.698 -1.113  0.073
C2 -0.760 2.523 0.073  0.036
H2 -0.186 2.603 1.002  -0.001
C3 -0.635 0.380 3.120  0.037
C4 -1.292 -2.193 2.017  0.098
C5 -2.981 0.061 1.536  0.051
C6 2.631 -2.286 -2.187  0.059
C7 2.593 -2.798 0.643  0.050
C8 0.452 -3.743 -1.007  0.035
C9 -2.803 0.636 -2.084  0.026
C10 -2.631 -2.098 -1.398  0.000
C11 -0.974 -1.046 -3.557  0.023
H3 -0.629 2.481 -2.088  0.003
H4 -1.823 2.327 0.225  0.000
H5 -0.274 1.394 2.919  0.002
H6 0.152 -0.234 3.569  0.000
H7 -1.508 0.423 3.782  0.009
H8 -0.275 -2.609 2.086  0.008
H9 -1.880 -2.733 1.262  0.001
H10 -1.792 -2.225 2.988  0.022
H11 -3.084 1.126 1.306  0.001
H12 -3.332 -0.135 2.557  0.013
H13 -3.556 -0.550 0.835  0.000
H14 3.241 -3.203 -2.200  0.011
H15 3.286 -1.406 -2.138  0.000
H16 2.037 -2.224 -3.107  0.002
H17 3.134 -3.708 0.362  0.012
H18 1.976 -2.985 1.527  0.001
H19 3.305 -2.002 0.874  0.000
H20 1.095 -4.631 -1.005  0.008
H21 -0.074 -3.657 -1.968  0.000
H22 -0.281 -3.814 -0.193  0.003
H23 -3.537 0.298 -2.831  0.004
H24 -2.344 1.565 -2.430  0.000
H25 -3.331 0.826 -1.143  0.000
H26 -3.373 -2.259 -2.190  0.000
H27 -3.149 -1.861 -0.461  0.000
H28 -2.037 -3.007 -1.260  0.000
H29 -1.824 -1.022 -4.263  0.003
H30 -0.521 -2.048 -3.611  0.000
H31 -0.215 -0.297 -3.849  0.008
C12 2.036 2.440 -4.500  0.281
C13 1.439 3.647 -4.048  0.083
C14 1.527 4.804 -4.832  0.058
C15 2.155 4.728 -6.101  0.241
C16 2.641 3.488 -6.621  0.027
C17 2.522 2.348 -5.840  0.111
Se1 2.389 0.971 -3.468  1.117
H32 0.532 0.467 -1.127  0.082
H33 0.976 3.666 -3.066  0.003
H34 1.116 5.761 -4.453  0.000
H35 2.257 5.635 -6.709  0.009
H36 3.114 3.416 -7.618  -0.001
H37 2.894 1.379 -6.191  0.009
S1 3.528 2.305 1.984  0.008
C18 3.225 0.814 2.809  0.003
C19 2.320 0.040 2.113  0.006
N1 1.915 0.578 0.914  0.059
C20 2.525 1.741 0.680  0.011
H38 3.653 0.520 3.763  0.000
H39 1.883 -0.916 2.439  0.002
H40 2.408 2.384 -0.189  0.004

=====

Among the records above, which one has the highest ΔE to the lowest compared entry with this formula, charge and spin? C20H40NP3PtSSe